#1
8
Properties=species:S:1:pos:R:3:nbo_charge:R:1 method="wB97M-V/def2-TZVPD" orbital_gap_ev=9.67
C 0.46783 -0.63124 0.59010 -0.4002
Br -2.37568 -0.22092 0.41484 -0.0920
H -1.05113 1.33713 -1.64005 0.3825
C -0.49629 0.28829 -0.17798 0.2698
H 0.46465 -0.38664 1.72764 0.2794
H 0.73190 -1.55097 0.06106 0.2748
Br 2.51041 0.18252 0.15782 -0.1409
N -0.25169 0.98184 -1.13344 -0.5734

---

#2
8
Properties=species:S:1:pos:R:3:nbo_charge:R:1 method="wB97M-V/def2-TZVPD" orbital_gap_ev="8.61 / 7.90"
H -0.70086 1.38087 -1.11378 0.2356
N -0.82980 -1.20775 -0.55898 -0.6021
H -0.84509 0.50014 1.84262 0.0273
Br 1.58644 1.91041 -0.00461 0.1432
C -0.01898 1.00057 -0.40789 -0.2477
H -0.89565 -2.16653 -0.33005 0.3872
C 0.00671 -0.37498 -0.15872 0.1547
Br 1.69723 -1.04273 0.73140 -0.0981

---

Least stable: #2

---

#1
18
Properties=species:S:1:pos:R:3:nbo_charge:R:1 method="wB97M-V/def2-TZVPD" orbital_gap_ev=9.84
H -1.29622 1.65861 1.03522 0.2107
H 0.31120 2.54990 1.17013 0.2237
H 1.70193 0.15891 0.22785 0.1978
C 0.50533 -2.55401 -0.11493 0.1125
H -1.03727 0.76325 -1.01036 0.2056
H 0.58309 -3.36978 1.80015 0.4781
H 1.65350 -2.44450 -0.17248 0.1610
S -1.50537 3.46914 -0.20026 -0.0840
H 0.25286 -3.12294 -1.06889 0.1741
C -0.03240 1.12210 -0.63226 -0.4380
H -2.44598 3.68299 0.63483 0.1147
C 0.89694 -0.09067 -0.45000 -0.2189
H 0.43968 1.80188 -1.37682 0.2188
H 1.18815 -0.43951 -1.50115 0.1885
C -0.47741 2.06927 0.51631 -0.4753
N -0.05745 -1.13974 0.11956 -0.7236
O 0.31628 -3.54069 0.92253 -0.7461
H -0.99686 -0.57421 0.10057 0.4005

---

#2
18
Properties=species:S:1:pos:R:3:nbo_charge:R:1 method="wB97M-V/def2-TZVPD" orbital_gap_ev="6.55 / 6.09"
C -0.14088 1.54046 2.14411 -0.7075
C 0.49716 -0.69604 -3.30645 -0.8160
H -1.53454 0.25447 1.04442 0.2196
H 0.95642 -0.77225 2.55581 0.2358
S -0.80933 -0.27325 -1.90915 1.3578
H -0.82250 2.25010 1.81661 0.2286
H 0.01761 1.52005 3.35101 0.2471
H 1.42495 -0.91829 -2.78912 0.2268
C -0.60645 0.29054 1.52836 0.2731
H 0.39018 0.18717 -4.09116 0.2097
C 0.04744 -0.88607 1.92875 -0.7816
O -1.10948 -1.55412 -1.29309 -1.0268
N 0.22049 0.42990 -0.84564 -1.1118
H 0.21930 -1.60052 -3.79316 0.2184
H -0.61240 -1.78097 2.02613 0.2761
H 0.44538 1.34150 -1.22274 0.3391
H 0.84372 1.83872 1.84089 0.2618
H 0.57293 -1.17140 1.01444 0.3500

---

Least stable: #2

---

#1
15
Properties=species:S:1:pos:R:3:lowdin_spin:R:1 method="wB97M-V/def2-TZVPD" orbital_gap_ev="12.33 / 6.45" charge=+1 spin_multiplicity=2
C -1.43570 -0.93657 -0.10161 0.0294
N -0.48635 -0.31528 -1.04696 0.3737
O 2.10625 -0.01568 1.23200 0.2780
H 1.06607 -1.49741 -0.40572 0.0225
C 0.86930 -0.50212 -0.79808 0.1161
H 1.00901 2.32316 1.26967 0.0021
O -2.68352 -0.34457 -0.02574 0.0049
H -3.07230 -0.28290 -0.89445 0.0002
N 0.79694 1.68456 0.51963 0.0293
H -0.73434 -0.37992 -2.03253 0.0151
C 1.41453 0.51125 0.42535 0.1018
H -1.54210 -1.99238 -0.37950 0.0172
H -0.04418 1.84211 -0.01346 0.0022
H 1.49833 -0.18990 -1.62892 0.0040
H -0.96532 -0.81582 0.86627 0.0034

---

#2
15
Properties=species:S:1:pos:R:3:lowdin_spin:R:1 method="wB97M-V/def2-TZVPD" orbital_gap_ev="9.85 / 5.72" charge=+1 spin_multiplicity=2
O 1.20763 1.81222 -0.29293 0.0040
H 0.17398 -0.90526 -2.05068 0.0058
H 1.72147 1.85719 -1.11735 0.0000
C -0.52618 -0.68103 -1.26149 0.2449
H 3.10219 -0.30965 1.66783 0.0003
H 1.96263 0.32018 0.88637 -0.0002
N -1.65028 -0.61611 0.63551 0.0401
H -1.96007 -0.76432 1.59879 -0.0016
C -0.81279 -1.43092 -0.08162 0.3719
H -0.54993 -2.38254 0.38283 0.0100
O 2.28489 -0.53174 1.21516 0.0048
H -2.51917 1.25179 0.33111 0.0087
N -1.01890 0.58484 -1.13200 0.0445
H 0.45917 1.30796 -0.69332 -0.0005
C -1.87466 0.48739 -0.08822 0.2672

---

#3
15
Properties=species:S:1:pos:R:3:lowdin_spin:R:1 method="wB97M-V/def2-TZVPD" orbital_gap_ev="10.78 / 7.91" charge=+1 spin_multiplicity=2
H 1.03345 -1.24803 -3.13330 0.0028
C -1.12984 1.09876 0.21917 0.0021
N -0.91985 0.82463 1.44597 0.0031
H 0.39835 -0.77269 1.18026 -0.0012
O 1.18738 0.48410 -0.59617 0.2400
O 2.28520 -1.31701 -1.02115 0.6987
H -1.12279 -1.19261 1.95558 0.0002
C 1.39820 -0.48729 -1.33514 0.0350
H -0.83473 0.37039 -0.50435 0.0018
C -0.33594 -0.45157 1.90477 -0.0006
H 0.26393 0.18920 -2.79049 0.0040
H -1.16327 1.47892 2.18248 0.0001
H -1.72838 1.97777 0.02616 -0.0001
H 0.09380 -0.25795 2.87869 0.0000
N 0.57449 -0.69661 -2.41248 0.0141

---

#4
15
Properties=species:S:1:pos:R:3:lowdin_spin:R:1 method="wB97M-V/def2-TZVPD" orbital_gap_ev="11.74 / 6.52" charge=+1 spin_multiplicity=2
H -2.27307 -0.55010 0.15321 0.0038
H 1.05427 1.20850 -0.23983 0.0278
C 1.51729 -0.97434 0.81808 0.0328
H 0.64786 0.84918 -2.01770 0.0085
H 2.04697 0.00716 0.98148 0.0243
N 1.22866 -0.83518 -0.61622 0.4412
H -1.44919 -0.96038 -1.19678 0.0047
O 0.53967 -0.93720 1.91753 0.0158
C -1.05892 0.90741 -0.53020 0.0837
C 0.60137 0.48256 -0.91013 0.1195
H 1.84222 -1.32602 -1.28910 0.0086
O -1.29860 2.05409 -0.25796 0.1616
N -1.91631 -0.15212 -0.67493 0.0675
H 0.45611 -1.83288 2.08825 0.0011
H 2.20137 -1.91324 1.01540 -0.0007

---

Least stable: #4

---

#1
32
Properties=species:S:1:pos:R:3:nbo_charge:R:1 method="wB97M-V/def2-TZVPD" orbital_gap_ev=10.83
H 25.05071 -22.05247 20.99926 0.2256
C 17.47915 -27.27611 21.96359 -0.3846
C 14.06306 -34.14124 25.53744 -0.3750
Cl 25.57749 -22.09894 23.81825 -0.0418
H 24.93325 -24.29602 23.13949 0.2252
Cl 22.82565 -22.66302 21.82524 -0.0581
C 20.63436 -21.79122 27.91080 -0.3832
Cl 14.14301 -36.26138 23.89010 -0.0520
C 25.31878 -23.39209 22.66793 -0.4063
H 14.55296 -33.95963 23.44646 0.2216
C 24.54800 -22.91575 21.43528 -0.3866
H 21.32033 -20.94816 27.82837 0.2176
C 14.78049 -34.62812 24.27679 -0.3913
H 15.86320 -34.54630 24.37235 0.2242
H 24.55238 -23.69306 20.67117 0.2213
Cl 20.55726 -22.20849 29.64988 -0.0534
H 18.74556 -20.64079 27.76223 0.2247
H 14.13404 -34.93304 26.28316 0.2225
C 17.22811 -26.75837 20.53806 -0.3867
H 17.65326 -25.76391 20.40242 0.2238
Cl 16.80732 -28.92715 22.21286 -0.0614
H 18.53666 -27.30944 22.22566 0.2275
Cl 15.52125 -26.55763 20.05249 -0.0575
H 19.57107 -20.93585 26.22416 0.2248
Cl 18.24525 -22.70565 27.07146 -0.0392
H 17.64050 -27.43311 19.78788 0.2186
C 19.33389 -21.36434 27.19794 -0.4123
H 14.37483 -33.16396 25.90600 0.2277
Cl 12.29695 -34.00644 25.18092 -0.0776
H 26.33937 -23.64491 22.38057 0.2210
H 21.06471 -22.64371 27.38530 0.2210
H 17.00503 -26.54055 22.61339 0.2202

---

#2
32
Properties=species:S:1:pos:R:3:nbo_charge:R:1 method="wB97M-V/def2-TZVPD" orbital_gap_ev=11.17
H 7.95580 1.97902 4.45146 0.2298
Cl 11.30686 0.80856 5.74924 -0.0816
C 13.43337 -6.88854 5.44343 -0.3826
C 8.70427 1.65423 5.17422 -0.4271
Cl 15.19817 -6.30741 3.50944 -0.0546
C 23.66170 -9.17330 8.35331 -0.3801
Cl 23.52810 -6.53764 8.58783 -0.1230
C 15.05224 -13.57191 7.01359 -0.3885
H 23.64908 -7.97493 6.65164 0.2155
Cl 8.57322 2.83627 6.43329 -0.0265
H 10.44141 2.34770 4.12562 0.2189
H 24.60694 -8.78032 8.72772 0.2352
H 14.62384 -13.06909 6.14654 0.2298
C 23.04280 -8.03789 7.55528 -0.3290
Cl 15.34379 -12.37012 8.29452 -0.0541
Cl 17.19749 -13.27854 5.46362 -0.0618
H 8.36704 0.68509 5.54185 0.2184
H 13.59818 -7.95284 5.27546 0.2293
C 10.04800 1.43513 4.57347 -0.3568
H 16.28941 -15.33406 6.26003 0.2239
Cl 12.02879 -6.52657 4.39980 -0.0661
H 21.98348 -8.02299 7.29894 0.2370
H 15.46708 -6.30737 5.75912 0.2230
H 14.37375 -14.32618 7.41212 0.2167
H 9.96034 0.67952 3.79279 0.2249
H 14.48746 -4.91643 5.34793 0.2285
H 16.96755 -14.49905 7.54688 0.2252
Cl 22.47005 -9.70930 9.62758 -0.0730
C 16.37033 -14.32048 6.65271 -0.3911
H 13.15775 -6.67922 6.47704 0.2191
C 14.62633 -5.97892 5.14809 -0.3968
H 23.89355 -10.01469 7.70032 0.2176

---

Least stable: #2